No. 1
{"formula": "C4H5NO3", "method": "the ωB97M-V functional and the def2-TZVPD basis", "symbols": ["C", "C", "C", "C", "N", "O", "O", "O", "H", "H", "H", "H", "H"], "positions_angstrom": [[-1.738, -1.493, -0.139], [-0.632, 0.876, -0.394], [0.270, -0.183, 0.282], [-2.001, 0.576, -0.176], [-0.491, -1.472, 0.195], [-2.614, -2.258, -0.345], [-2.827, 0.997, 0.806], [-3.179, 1.133, -0.489], [-0.373, 1.965, -0.247], [-0.535, 0.639, -1.540], [1.141, -0.366, -0.396], [0.587, -0.105, 1.357], [0.091, -2.406, 0.308]], "total_energy_ha": -435.688516, "lumo_energy_ev": 0.50, "homo_lumo_gap_ev": 8.9678, "total_charge": 0}

---

No. 2
{"formula": "C4H5N2O2", "method": "the ωB97M-V functional and the def2-TZVPD basis", "symbols": ["C", "C", "O", "O", "N", "N", "C", "C", "H", "H", "H", "H", "H"], "positions_angstrom": [[0.037, 0.129, -1.935], [-0.801, -0.918, -1.671], [-0.590, -2.120, -1.515], [-2.202, -0.466, -1.627], [-2.429, -0.003, -0.386], [-1.947, 1.465, -0.031], [-1.267, 0.433, 0.260], [-0.300, -0.187, 1.283], [1.095, -0.051, -2.077], [-0.234, 1.060, -2.069], [-0.464, -1.240, 1.247], [-0.614, 0.146, 2.266], [0.579, 0.307, 0.995]], "smiles": "C=C([O-])ON1N=C1C", "total_energy_ha": -415.263748, "lumo_energy_ev": 4.12, "homo_lumo_gap_ev": 7.1804, "total_charge": -1}

---

No. 3
{"formula": "C38H78N7O5", "method": "the ωB97M-V functional and the def2-TZVPD basis", "symbols": ["N", "O", "O", "O", "C", "C", "C", "O", "C", "N", "H", "H", "H", "H", "H", "H", "H", "H", "H", "H", "H", "H", "C", "C", "C", "O", "C", "N", "H", "H", "H", "H", "H", "H", "H", "H", "H", "H", "H", "H", "C", "C", "C", "N", "C", "C", "C", "C", "C", "C", "H", "H", "H", "H", "H", "H", "H", "H", "H", "H", "H", "H", "H", "H", "H", "H", "H", "H", "H", "H", "C", "C", "C", "N", "C", "C", "C", "C", "C", "C", "H", "H", "H", "H", "H", "H", "H", "H", "H", "H", "H", "H", "H", "H", "H", "H", "H", "H", "H", "H", "C", "N", "C", "C", "C", "C", "C", "C", "C", "C", "N", "C", "C", "C", "H", "H", "H", "H", "H", "H", "H", "H", "H", "H", "H", "H", "H", "H"], "positions_angstrom": [[20.087, 4.398, 2.891], [20.957, 5.212, 3.046], [19.454, 4.100, 3.887], [19.741, 3.905, 1.791], [23.060, 10.278, 7.797], [24.106, 9.454, 8.517], [25.116, 10.266, 9.412], [26.051, 9.439, 10.067], [27.048, 9.994, 10.836], [23.407, 8.336, 9.343], [24.091, 7.641, 9.608], [22.895, 8.772, 10.097], [22.716, 7.813, 8.824], [23.533, 10.837, 6.989], [22.674, 10.988, 8.528], [22.157, 9.742, 7.503], [24.664, 8.993, 7.702], [24.683, 10.855, 10.220], [25.665, 11.020, 8.848], [26.938, 9.897, 11.916], [27.320, 11.050, 10.821], [28.033, 9.545, 10.711], [12.853, 10.594, -4.108], [13.803, 9.375, -4.448], [14.976, 9.069, -3.469], [14.300, 8.796, -2.243], [15.141, 8.765, -1.137], [12.973, 8.090, -4.413], [13.009, 7.825, -3.439], [11.971, 8.180, -4.503], [13.339, 7.385, -5.037], [13.394, 11.538, -4.165], [12.413, 10.558, -3.111], [11.935, 10.543, -4.694], [14.199, 9.320, -5.462], [15.717, 9.865, -3.394], [15.636, 8.256, -3.772], [14.553, 9.332, -0.415], [16.214, 8.957, -1.116], [15.140, 7.775, -0.680], [10.575, 1.628, 2.170], [11.625, 2.236, 3.132], [11.137, 1.803, 4.528], [12.193, 1.937, 5.710], [13.306, 0.797, 5.594], [14.133, 0.653, 6.885], [13.272, 0.599, 8.208], [12.268, 1.720, 8.336], [11.438, 1.783, 7.039], [13.027, 3.221, 5.660], [10.553, 0.555, 2.360], [10.682, 2.051, 1.171], [9.543, 1.842, 2.448], [11.437, 3.310, 3.129], [12.594, 1.763, 2.973], [10.702, 0.804, 4.563], [10.242, 2.382, 4.757], [12.748, -0.086, 5.282], [14.021, 1.100, 4.829], [14.732, -0.257, 6.879], [14.919, 1.408, 6.880], [12.769, -0.368, 8.221], [13.994, 0.681, 9.020], [11.623, 1.484, 9.182], [12.667, 2.731, 8.427], [10.697, 0.993, 6.922], [10.921, 2.682, 7.375], [12.321, 4.041, 5.791], [13.542, 3.275, 4.701], [13.798, 3.123, 6.423], [29.682, 7.366, -2.934], [28.896, 7.555, -1.653], [27.415, 7.144, -1.602], [26.366, 8.290, -2.017], [26.867, 9.251, -3.133], [25.751, 9.935, -3.904], [24.632, 9.016, -4.308], [24.061, 8.209, -3.122], [25.174, 7.410, -2.461], [25.957, 8.980, -0.821], [30.687, 7.765, -2.793], [29.214, 7.764, -3.834], [29.848, 6.312, -3.155], [29.029, 8.568, -1.271], [29.256, 6.989, -0.793], [27.061, 6.958, -0.588], [27.335, 6.288, -2.273], [27.304, 8.443, -3.720], [27.661, 9.841, -2.676], [26.162, 10.381, -4.810], [25.302, 10.713, -3.286], [25.013, 8.387, -5.112], [23.842, 9.488, -4.893], [23.260, 7.550, -3.457], [23.584, 8.848, -2.378], [25.448, 6.674, -3.216], [24.917, 6.739, -1.642], [25.301, 8.430, -0.147], [25.508, 9.947, -1.048], [26.885, 9.231, -0.307], [22.071, -3.524, 4.431], [21.975, -3.635, 2.943], [21.619, -2.636, 2.094], [21.699, -2.766, 0.754], [22.032, -3.978, 0.195], [22.432, -5.003, 1.087], [22.368, -4.809, 2.466], [22.064, -4.213, -1.239], [22.946, -3.463, -2.137], [22.710, -3.738, -3.503], [21.723, -4.484, -3.953], [20.950, -5.194, -3.123], [21.181, -5.094, -1.807], [21.447, -4.464, -5.419], [21.348, -2.733, 4.631], [23.121, -3.356, 4.669], [21.705, -4.332, 5.064], [21.249, -1.770, 2.622], [21.465, -1.883, 0.178], [22.641, -5.914, 0.546], [22.690, -5.626, 3.095], [23.692, -2.750, -1.821], [23.312, -3.109, -4.142], [20.098, -5.641, -3.613], [20.460, -5.638, -1.216], [22.287, -4.010, -5.945], [20.459, -4.047, -5.613], [21.323, -5.530, -5.606]], "total_energy_ha": -2252.232325, "lumo_energy_ev": -10.36, "homo_lumo_gap_ev": 2.6020, "total_charge": 5}

---

No. 4
{"formula": "C42H43ClEuP2", "method": "the ωB97M-V functional and the def2-TZVPD basis", "symbols": ["Eu", "C", "C", "C", "C", "C", "C", "C", "C", "C", "H", "H", "H", "H", "H", "H", "H", "H", "H", "H", "H", "H", "H", "H", "H", "P", "P", "C", "C", "C", "C", "C", "C", "C", "C", "C", "C", "C", "C", "C", "C", "C", "C", "C", "C", "C", "C", "C", "C", "C", "C", "C", "C", "H", "H", "H", "H", "H", "H", "H", "H", "H", "H", "H", "H", "H", "H", "H", "H", "H", "H", "H", "H", "H", "H", "Cl", "C", "C", "C", "C", "C", "C", "C", "H", "H", "H", "H", "H", "H"], "positions_angstrom": [[1.925, -1.553, 4.384], [-2.600, 0.195, 5.597], [-2.787, -0.049, 4.295], [-2.972, 0.917, 3.163], [-1.673, 1.440, 2.506], [-0.672, 2.069, 3.422], [-0.890, 2.580, 4.638], [-2.194, 2.725, 5.360], [-2.558, 1.529, 6.268], [3.325, 0.339, 4.386], [-2.491, -0.655, 6.284], [-2.749, -1.093, 3.956], [-3.601, 1.767, 3.447], [-3.513, 0.368, 2.374], [-1.184, 0.615, 1.963], [-1.968, 2.163, 1.727], [0.351, 2.095, 3.029], [-0.040, 2.973, 5.205], [-3.031, 2.925, 4.682], [-2.091, 3.597, 6.028], [-1.837, 1.474, 7.095], [-3.530, 1.746, 6.739], [3.949, 0.319, 5.302], [2.610, 1.183, 4.436], [3.980, 0.451, 3.500], [0.179, -2.195, -4.417], [2.132, 0.458, -4.684], [-0.423, -0.599, -5.036], [0.394, 0.480, -5.174], [-0.660, -3.373, -5.573], [-1.833, -3.067, -6.278], [-2.443, -4.034, -7.092], [-1.877, -5.305, -7.231], [-0.679, -5.601, -6.563], [-0.064, -4.642, -5.756], [-0.827, -2.326, -2.884], [-0.464, -1.458, -1.834], [-1.198, -1.459, -0.651], [-2.295, -2.321, -0.510], [-2.641, -3.196, -1.546], [-1.897, -3.214, -2.729], [2.805, 1.226, -6.258], [2.752, 0.431, -7.422], [3.108, 0.967, -8.661], [3.533, 2.299, -8.764], [3.621, 3.077, -7.607], [3.280, 2.541, -6.357], [2.205, 1.892, -3.547], [3.342, 1.986, -2.717], [3.507, 3.096, -1.893], [2.532, 4.104, -1.871], [1.388, 3.990, -2.664], [1.208, 2.871, -3.486], [-1.493, -0.530, -5.271], [0.043, 1.392, -5.675], [-2.292, -2.084, -6.200], [-3.369, -3.789, -7.618], [-2.360, -6.062, -7.854], [-0.225, -6.587, -6.673], [0.878, -4.868, -5.250], [0.387, -0.784, -1.961], [-0.915, -0.788, 0.163], [-2.876, -2.312, 0.414], [-3.493, -3.869, -1.440], [-2.155, -3.907, -3.531], [2.403, -0.603, -7.359], [3.043, 0.351, -9.559], [3.793, 2.724, -9.738], [3.948, 4.115, -7.672], [3.360, 3.167, -5.465], [4.088, 1.188, -2.743], [4.399, 3.174, -1.270], [2.672, 4.976, -1.230], [0.627, 4.771, -2.647], [0.302, 2.777, -4.079], [1.462, 0.978, 7.118], [0.412, 0.218, 8.254], [-0.093, 0.921, 9.342], [-1.044, 0.315, 10.185], [-1.452, -0.996, 9.922], [-0.926, -1.709, 8.847], [0.079, -1.141, 7.996], [0.763, -1.831, 6.946], [0.232, 1.939, 9.537], [-1.447, 0.862, 11.040], [-2.199, -1.463, 10.571], [-1.249, -2.738, 8.666], [0.385, -2.816, 6.665], [1.866, -1.737, 6.987]], "total_energy_ha": -3479.231718, "lumo_energy_ev": [-1.04, -0.99], "multiplicity": 8, "homo_lumo_gap_ev": [5.0471, 5.1033], "s2": 15.7623, "total_charge": 0}

---

No. 5
{"formula": "C4H5Cl2NO", "method": "the ωB97M-V functional and the def2-TZVPD basis", "symbols": ["N", "C", "O", "C", "C", "C", "Cl", "Cl", "H", "H", "H", "H", "H"], "positions_angstrom": [[-2.426, -1.067, -0.930], [-1.798, -0.279, 0.001], [-2.316, 0.743, 0.481], [-0.466, -0.810, 0.402], [0.214, -0.285, 1.634], [0.732, 0.007, 0.233], [0.624, 1.660, -0.401], [2.214, -0.825, -0.338], [-1.792, -1.571, -1.597], [-3.194, -0.517, -1.307], [-0.348, -1.903, 0.261], [0.759, -1.084, 2.218], [-0.242, 0.608, 2.045]], "smiles": "NC(=O)[C@@H]1CC1(Cl)Cl", "total_energy_ha": -1205.783474, "lumo_energy_ev": 0.64, "homo_lumo_gap_ev": 10.8892, "total_charge": 0}

---

No. 6
{"formula": "C4H10N4O", "method": "the ωB97M-V functional and the def2-TZVPD basis", "symbols": ["C", "C", "C", "C", "N", "N", "N", "N", "O", "H", "H", "H", "H", "H", "H", "H", "H", "H", "H"], "positions_angstrom": [[-0.801, 0.143, 1.176], [0.418, 0.560, 1.176], [0.559, -0.668, -1.234], [-1.623, -0.436, 0.025], [1.354, -0.235, -0.292], [-0.765, -0.659, -1.163], [1.131, -1.213, -2.309], [1.247, 1.429, 1.985], [-2.575, 0.614, -0.115], [-1.350, 0.323, 2.124], [-2.217, -1.446, 0.345], [2.335, -0.388, -0.386], [-1.309, -1.061, -1.952], [2.035, -0.956, -2.467], [0.675, -1.571, -3.133], [0.821, 1.328, 2.992], [1.021, 2.496, 1.808], [2.322, 1.421, 2.016], [-3.278, 0.318, -0.597]], "total_energy_ha": -451.945971, "lumo_energy_ev": -8.26, "homo_lumo_gap_ev": 10.3021, "total_charge": 2}